Entry A
C7H10NO | wB97M-V/def2-TZVPD

Element x y z (Å)
1 C -1.320 -1.233 -0.285
2 C -1.561 -1.554 -1.571
3 C -0.551 -0.008 -0.259
4 C -0.677 -0.731 -2.289
5 C 0.087 2.412 1.110
6 C 0.679 1.244 1.439
7 C 1.594 -0.809 0.789
8 N 0.402 0.113 0.702
9 O -0.046 0.136 -1.585
10 H -1.636 -1.778 0.627
11 H -2.277 -2.301 -1.968
12 H -1.074 1.027 -0.145
13 H -0.429 -0.701 -3.349
14 H 0.071 3.386 1.551
15 H -0.621 2.571 0.311
16 H 1.509 1.159 2.201
17 H 2.521 -0.338 0.430
18 H 1.723 -0.784 1.910
19 H 1.606 -1.810 0.381

Calculated values
**Total charge**: +1
**Orbital gap**: 6.35 eV
**E_LUMO**: -5.974 eV

Entry B
C7H10NO | wB97M-V/def2-TZVPD

Element x y z (Å)
1 C 0.733 -0.762 0.579
2 C -1.595 -1.234 0.498
3 C -2.175 -0.008 -0.119
4 C 1.667 -0.102 -0.074
5 C -3.523 0.433 0.227
6 C 2.923 -0.724 -0.519
7 C 1.838 1.400 0.070
8 N -1.312 0.277 -0.903
9 O -0.282 -1.338 0.856
10 H -1.987 -2.185 0.135
11 H -3.631 1.486 0.025
12 H -3.790 0.103 1.321
13 H -4.268 -0.040 -0.480
14 H 2.769 -1.046 -1.549
15 H 3.177 -1.659 0.011
16 H 3.770 -0.103 -0.451
17 H 2.064 1.842 -0.967
18 H 2.677 1.784 0.711
19 H 0.945 1.876 0.627

Calculated values
**Total charge**: +1
**Orbital gap (alpha / beta)**: 8.64 / 8.53 eV
**E_LUMO (alpha / beta)**: -5.055 / -5.394 eV

Which is more stable than every other structure shown? entry A is more stable than every other one.